# 1
A gas-phase ion, C29H31 (charge +1) at a distorted geometry. Source: the OMol25 dataset; level of theory: ωB97M-V with the def2-TZVPD basis set.

Summary:
Kohn-Sham gap: 5.75 eV
E: -30568.457 eV

Geometry as ORCA input:
```
! wB97M-V def2-TZVPD RIJCOSX def2/J DEFGRID3
* xyz 1 1
C 2.64 4.38 4.94
C 2.93 3.65 3.85
C 4.22 3.90 3.11
C 1.98 2.55 3.36
C 1.20 2.85 2.08
C 0.35 1.67 1.61
C -0.32 1.99 0.26
C -1.36 1.07 -0.22
C -2.66 0.92 0.46
C -1.19 0.43 -1.55
H 1.71 4.21 5.49
H 3.34 5.13 5.31
H 4.31 3.27 2.22
H 4.30 4.95 2.79
H 5.09 3.71 3.76
H 2.58 1.64 3.18
H 1.26 2.35 4.16
H 0.55 3.72 2.24
H 1.89 3.13 1.27
H 0.97 0.77 1.50
H -0.41 1.44 2.37
H -0.74 3.01 0.31
H 0.48 2.01 -0.50
H -2.75 1.55 1.35
H -3.52 1.16 -0.20
H -2.82 -0.14 0.75
H -2.12 0.64 -2.09
H -0.38 0.96 -2.08
C -0.89 -1.04 -1.59
C -0.90 -1.45 -3.06
C -2.06 -1.13 -3.79
C -2.11 -1.30 -5.17
C -1.00 -1.82 -5.85
C 0.14 -2.18 -5.12
C 0.17 -2.06 -3.73
C 0.43 -1.28 -0.82
C 0.16 -1.99 0.36
C 1.17 -2.40 1.23
C 2.48 -2.05 0.90
C 2.75 -1.34 -0.28
C 1.72 -0.90 -1.12
C -1.26 -2.38 0.40
C -1.89 -1.91 -0.77
C -3.14 -2.41 -1.11
C -3.78 -3.29 -0.21
C -3.18 -3.66 1.00
C -1.88 -3.24 1.29
H -2.93 -0.71 -3.28
H -3.02 -1.02 -5.69
H -1.03 -1.92 -6.93
H 1.02 -2.57 -5.64
H 1.03 -2.43 -3.16
H 0.90 -2.97 2.11
H 3.30 -2.35 1.55
H 3.78 -1.12 -0.57
H 1.92 -0.30 -2.01
H -3.62 -2.15 -2.05
H -4.76 -3.68 -0.47
H -3.71 -4.30 1.71
H -1.33 -3.55 2.17
*
```

Here are the Löwdin charges for atoms 1 to 2, given in e: 0.04 -0.36

---

# 2
A molecular structure, C29H31BrN2O3P2STi at a distorted geometry. Source: the OMol25 dataset; level of theory: ωB97M-V with the def2-TZVPD basis set.

Summary:
Expectation value of S²: 2.105
Kohn-Sham gap (alpha / beta): 5.03 / 7.27 eV
E: -162272.462 eV
Energy relative to the best compared isomer or geometry (same formula, charge and spin): 143.6 kJ/mol

Geometry as ORCA input:
```
! wB97M-V def2-TZVPD RIJCOSX def2/J DEFGRID3
* xyz 0 3
Ti 0.35 0.42 -0.27
Br 7.21 2.64 -2.07
C 5.58 1.80 -1.51
C 5.63 0.52 -0.98
C 4.45 -0.09 -0.61
C 3.22 0.56 -0.73
O 2.09 -0.04 -0.39
C 3.19 1.90 -1.23
C 1.98 2.63 -1.30
N 0.80 2.20 -0.86
C -0.32 3.00 -0.92
C -0.45 4.21 -1.61
C -1.61 4.96 -1.50
C -2.66 4.54 -0.71
C -2.58 3.33 0.00
C -3.59 2.88 0.88
C -3.38 1.71 1.58
C -2.24 0.97 1.35
N -1.27 1.33 0.48
C -1.42 2.53 -0.14
C 4.40 2.48 -1.64
H 6.57 0.00 -0.87
H 4.47 -1.10 -0.23
H 2.07 3.64 -1.70
H 0.36 4.57 -2.23
H -1.69 5.89 -2.04
H -3.55 5.14 -0.62
H -4.50 3.46 1.00
H -4.11 1.36 2.29
H -2.09 0.03 1.88
H 4.39 3.48 -2.05
C 0.08 0.43 3.79
P 0.96 0.07 2.21
C 2.53 0.96 2.56
C 1.43 -1.69 2.54
C 2.05 -2.37 1.32
P 0.93 -2.21 -0.16
C 2.03 -2.77 -1.52
C 0.01 -3.81 0.04
H 0.71 0.16 4.64
H -0.84 -0.14 3.85
H -0.16 1.49 3.83
H 2.87 0.74 3.57
H 2.35 2.03 2.45
H 3.30 0.67 1.83
H 0.50 -2.21 2.81
H 2.10 -1.73 3.40
H 2.23 -3.43 1.53
H 3.00 -1.89 1.09
H 2.64 -3.61 -1.18
H 2.67 -1.95 -1.85
H 1.40 -3.08 -2.35
H 0.70 -4.66 0.02
H -0.70 -3.92 -0.78
H -0.54 -3.82 0.97
O -5.55 -3.89 0.55
C -5.29 -3.65 -0.76
O -5.95 -4.20 -1.61
C -4.18 -2.73 -1.08
C -4.02 -2.34 -2.42
C -2.98 -1.54 -2.81
C -2.03 -1.08 -1.88
S -0.69 -0.11 -2.38
C -2.20 -1.46 -0.54
C -3.25 -2.26 -0.15
H -5.01 -3.34 1.13
H -4.74 -2.71 -3.13
H -2.86 -1.25 -3.85
H -1.47 -1.13 0.19
H -3.31 -2.54 0.89
*
```

Here are the Löwdin charges for atoms 1 to 2, given in e: 0.54 0.71

---

# 3
A molecular structure, C29H31F6N8O4SSbZn. Source: the OMol25 dataset; level of theory: ωB97M-V with the def2-TZVPD basis set.

Summary:
Expectation value of S²: 0.762
Kohn-Sham gap (alpha / beta): 7.46 / 5.69 eV
E: -132783.088 eV
Energy relative to the best compared isomer or geometry (same formula, charge and spin): 0.0 kJ/mol

Geometry as ORCA input:
```
! wB97M-V def2-TZVPD RIJCOSX def2/J DEFGRID3
* xyz 1 2
Zn -1.47 0.59 0.20
N -0.22 2.97 -3.43
C -0.78 2.52 -2.32
N -0.27 1.55 -1.60
C 0.91 1.04 -1.97
N 1.57 0.18 -1.15
N 1.07 0.17 0.04
C 1.55 0.45 1.17
C 0.67 0.30 2.34
C 1.19 0.24 3.62
C 0.31 0.06 4.68
C -1.04 -0.06 4.42
C -1.49 0.04 3.11
N -0.65 0.23 2.09
C 1.54 1.40 -3.20
C 2.73 0.81 -3.67
C 3.28 1.26 -4.84
C 2.68 2.30 -5.56
C 1.52 2.89 -5.12
C 0.95 2.43 -3.94
H -0.64 3.76 -3.90
H -1.71 2.98 -2.01
H 2.55 0.84 1.28
H 2.25 0.32 3.77
H 0.68 0.00 5.69
H -1.76 -0.20 5.22
H -2.54 -0.04 2.85
H 3.19 0.01 -3.10
H 4.19 0.81 -5.22
H 3.13 2.65 -6.48
H 1.05 3.70 -5.68
F -0.10 2.74 0.91
Sb 1.18 4.17 0.70
F 2.13 3.01 -0.47
F 2.12 3.41 2.15
F 2.41 5.55 0.45
F 0.05 5.16 1.84
F 0.12 4.70 -0.79
C -3.98 5.20 1.76
C -3.87 3.91 1.03
C -4.79 3.19 0.29
C -4.11 2.05 -0.16
N -2.84 2.09 0.26
N -2.73 3.21 1.00
C -4.63 0.93 -1.01
H -4.77 5.82 1.32
H -3.04 5.75 1.72
H -4.23 5.03 2.81
H -5.82 3.45 0.10
H -1.82 3.49 1.34
H -5.47 0.44 -0.52
H -3.86 0.19 -1.19
H -4.98 1.32 -1.97
C 4.96 -3.35 2.10
C 3.80 -3.90 1.33
C 3.16 -3.14 0.36
C 2.07 -3.64 -0.35
C 1.62 -4.92 -0.07
C 2.24 -5.71 0.89
C 3.33 -5.19 1.58
S 0.22 -5.56 -0.94
O 0.34 -6.99 -1.01
O 0.05 -4.74 -2.10
N -1.07 -5.28 0.03
C -1.36 -3.90 0.43
C -2.29 -3.20 -0.56
C -2.21 -1.72 -0.28
O -2.80 -1.21 0.70
O -1.44 -1.00 -1.01
H 5.50 -2.60 1.53
H 5.67 -4.14 2.37
H 4.63 -2.89 3.03
H 3.53 -2.15 0.13
H 1.59 -3.06 -1.12
H 1.90 -6.72 1.06
H 3.83 -5.81 2.32
H -1.18 -5.99 0.74
H -0.43 -3.33 0.52
H -1.81 -3.92 1.42
H -3.31 -3.55 -0.44
H -1.94 -3.39 -1.57
*
```

Here are the Löwdin charges for atoms 1 to 2, given in e: 0.74 0.18

---

Q: What is the formula in the first record?
A: C29H31

---

Q: Number 1 is which compound?
A: C29H31